Entry from the Open Molecules 2025 dataset: 11 unconnected molecules or ions with the total composition C66H165N11O22 (ωB97M-V/def2-TZVPD).

The geometry in XYZ format:
```
264
Properties=species:S:1:pos:R:3:forces:R:3:mulliken_charge:R:1
C -7.17078 -11.10148 -10.44272 0.89 0.95 0.19 -0.72
O -5.87269 -10.86793 -9.86620 -0.31 -0.31 -0.83 -0.30
C -5.45475 -11.91082 -9.01337 -0.36 -0.25 -0.22 -0.64
C -3.94572 -11.81235 -8.70796 -1.71 0.21 1.55 -0.64
N -3.74735 -10.74136 -7.68626 -0.02 -0.25 -1.52 -0.40
C -2.33769 -10.42319 -7.51708 -0.40 1.39 1.19 -0.65
C -2.16021 -9.06033 -6.74230 0.22 -1.74 -1.11 -0.66
O -2.56373 -7.99109 -7.58893 -0.21 0.07 1.17 -0.31
C -2.58446 -6.76965 -6.83801 0.01 -0.19 -0.97 -0.72
H -7.97503 -10.91887 -9.73001 -0.02 0.13 0.22 0.30
H -7.32738 -12.10307 -10.84321 0.43 -0.16 -0.10 0.30
H -7.19633 -10.35441 -11.23602 -0.46 -0.21 -0.07 0.23
H -5.69430 -12.87173 -9.46873 0.34 -0.30 -0.44 0.48
H -6.16558 -11.87314 -8.18790 0.65 -0.05 0.97 0.35
H -3.41685 -11.69309 -9.65357 0.21 0.23 -0.05 0.32
H -3.65828 -12.75220 -8.23662 0.19 -0.14 -0.16 0.37
H -4.19358 -9.94000 -8.10914 -0.14 0.48 0.13 0.27
H -1.80136 -10.31140 -8.45938 0.23 -0.28 -0.16 0.37
H -1.95772 -11.22648 -6.88584 0.63 0.05 -0.18 0.37
H -1.10394 -8.96558 -6.49046 0.29 0.16 -0.04 0.47
H -2.68146 -9.14932 -5.78916 -0.54 0.42 -0.02 0.37
H -2.77353 -5.96116 -7.54420 0.00 -0.07 -0.04 0.24
H -1.60620 -6.59875 -6.38866 0.01 0.03 0.27 0.30
H -3.38510 -6.75731 -6.09848 0.07 -0.17 0.21 0.30
C -2.13501 -11.46569 15.46809 -0.28 1.28 -0.53 -0.66
O -2.73119 -10.15268 15.63589 -0.54 -0.67 0.10 -0.39
C -1.92238 -9.00602 15.35537 0.17 -1.51 -0.53 -0.31
C -1.42816 -9.03324 13.89458 0.85 -1.28 0.13 -0.66
N -0.81072 -7.82673 13.47835 -0.94 3.15 -0.29 -0.38
C -1.86549 -6.79650 13.15593 -0.35 0.18 -0.22 -0.62
C -1.44217 -5.35171 12.99822 1.74 -0.08 0.21 -0.66
O -0.72411 -5.22126 11.78550 0.34 0.90 -0.97 -0.30
C 0.00507 -3.98500 11.61037 0.24 -1.00 0.25 -0.77
H -2.83560 -12.23028 15.80373 -0.06 0.37 0.33 0.24
H -1.18160 -11.55336 15.98907 0.06 0.03 0.17 0.30
H -1.98090 -11.66338 14.40731 0.21 0.00 -0.13 0.27
H -1.10321 -9.07015 16.07158 0.51 0.46 -0.23 0.30
H -2.49659 -8.10567 15.57389 -0.21 -0.25 -0.01 0.25
H -2.13686 -9.40234 13.15323 -1.05 0.11 0.31 0.33
H -0.64118 -9.77887 13.78142 0.16 -0.30 0.49 0.44
H -0.34294 -7.94800 12.59145 0.35 -0.23 0.11 0.24
H -2.67751 -6.72812 13.87983 0.23 -0.62 0.45 0.47
H -2.36630 -7.06717 12.22640 -0.15 -0.19 -0.27 0.35
H -0.74957 -5.10705 13.80355 0.10 0.06 0.42 0.33
H -2.25430 -4.62900 13.07724 -0.44 -0.17 -0.25 0.36
H 0.60951 -4.02395 10.70415 -0.43 -0.41 -0.27 0.26
H 0.76666 -3.90290 12.38582 -0.21 0.27 0.48 0.33
H -0.61032 -3.08780 11.54386 -0.30 -0.09 0.28 0.28
C 3.10220 -7.72588 3.38224 1.91 -0.08 -1.12 -0.88
O 4.02203 -6.62751 3.55013 -1.74 0.91 1.14 -0.34
C 3.41669 -5.55635 4.37413 0.69 -1.77 0.73 -0.33
C 4.46867 -4.50779 4.68878 -0.43 0.35 -0.01 -0.88
N 5.66446 -5.01312 5.35556 0.28 0.00 -0.24 -0.37
C 5.53662 -5.45259 6.73525 -0.09 -1.40 0.15 -0.52
C 6.73219 -6.41618 7.07997 -0.54 0.27 -0.23 -0.65
O 6.85525 -7.52045 6.13993 -0.74 0.68 0.23 -0.39
C 5.68807 -8.38562 6.03731 0.88 0.75 0.53 -0.34
H 2.35972 -7.45240 2.63254 -0.48 -0.12 0.43 0.32
H 2.76015 -8.26558 4.26532 -0.50 0.87 0.50 0.35
H 3.73823 -8.49199 2.93883 -0.03 -0.05 -0.44 0.29
H 3.15114 -6.02707 5.32070 0.05 -0.31 0.36 0.19
H 2.43037 -5.22089 4.05359 0.26 0.39 -0.94 0.52
H 4.03118 -3.74261 5.33001 -0.25 0.00 0.13 0.39
H 4.70021 -3.96984 3.76948 0.51 -0.13 -0.07 0.34
H 5.94423 -5.85477 4.87240 0.36 0.01 -0.45 0.35
H 4.63425 -6.05141 6.85879 -0.37 -0.34 0.10 0.25
H 5.36961 -4.66107 7.46578 0.68 0.35 -0.10 0.46
H 6.71761 -6.80152 8.09948 -0.87 -0.27 0.18 0.38
H 7.66066 -5.84818 7.13832 0.20 -0.11 -0.99 0.30
H 5.41084 -8.71965 7.03714 0.02 -0.32 0.08 0.33
H 5.98459 -9.21580 5.39625 0.02 0.05 0.18 0.24
H 4.80835 -7.90668 5.60741 0.16 0.28 -0.19 -0.01
C 4.92663 -0.51454 -6.60456 -1.42 -0.97 0.81 -0.82
O 4.26514 0.62917 -6.08423 0.77 0.93 0.30 -0.23
C 4.92849 1.25610 -4.95708 0.20 0.65 -0.93 -0.73
C 4.73075 2.77095 -5.09164 1.35 -1.26 0.28 -0.48
N 3.41294 3.15143 -4.64728 -0.25 0.45 -0.51 -0.17
C 3.10933 4.58426 -4.74566 0.79 0.55 -0.33 -0.80
C 3.37001 5.18775 -6.13955 -0.48 0.48 -0.57 -0.31
O 2.76151 6.48345 -6.30247 -0.87 -0.32 1.85 -0.40
C 3.23690 7.29173 -7.32966 1.59 -0.81 -0.31 -0.73
H 6.01371 -0.53843 -6.52854 -0.03 0.25 0.29 0.31
H 4.64657 -0.77441 -7.62541 -0.08 0.89 -0.26 0.25
H 4.41946 -1.29999 -6.04423 0.90 -0.86 0.19 0.32
H 6.00086 1.06603 -5.00160 0.17 -0.13 -0.29 0.45
H 4.64091 0.96458 -3.94693 -0.73 -0.59 -0.18 0.28
H 5.05032 2.96795 -6.11495 -0.57 0.41 -0.49 0.29
H 5.56522 3.17633 -4.51944 -0.38 0.58 0.63 0.39
H 2.80143 2.61222 -5.24344 -0.58 0.00 0.06 0.15
H 3.78172 5.06259 -4.03349 -0.07 0.24 0.11 0.30
H 2.09311 4.85246 -4.45678 -0.07 -0.47 0.07 0.35
H 2.92161 4.52527 -6.87994 -0.09 -0.26 -0.26 0.33
H 4.43623 5.21922 -6.36377 0.20 0.24 0.07 0.37
H 4.26880 7.55780 -7.10049 0.48 -0.03 -0.19 0.31
H 2.76859 8.26609 -7.46897 -0.85 -0.50 0.29 0.28
H 3.23952 6.66864 -8.22401 -0.05 0.50 -0.63 0.30
C 0.00039 -0.23116 3.57578 0.61 0.14 -1.08 -0.65
O 0.68393 0.52359 2.54818 -0.49 -0.60 -0.47 -0.33
C 0.25221 0.09349 1.22349 -0.29 1.04 0.40 -0.34
C 0.86736 0.99629 0.12227 1.41 -1.18 0.46 -0.77
N 0.79768 0.33172 -1.18541 -1.09 -0.03 0.64 -0.27
C -0.55876 0.29778 -1.74977 1.47 -0.22 -0.99 -0.41
C -0.50137 -0.43750 -3.09245 -0.09 0.72 -1.44 -0.75
O 0.21004 0.30290 -4.10572 0.78 1.24 0.36 -0.23
C 0.22083 -0.22359 -5.44219 -0.48 -0.44 1.86 -0.67
H 0.38683 -1.25025 3.56168 -0.15 -0.27 0.01 0.26
H -1.06652 -0.23738 3.35266 -0.16 -0.05 0.24 0.28
H 0.19849 0.16894 4.57016 0.04 0.38 -0.28 0.25
H -0.83569 0.15491 1.19530 -0.33 0.22 0.05 0.20
H 0.44847 -0.95655 1.00668 0.63 -0.12 0.17 0.38
H 1.93392 1.03681 0.34341 0.16 0.00 0.19 0.38
H 0.56258 2.03945 0.20609 -0.70 0.06 -0.26 0.32
H 1.43851 0.70302 -1.87214 0.03 0.28 0.13 0.22
H -0.91753 1.31478 -1.90816 -0.48 0.12 -0.02 0.31
H -1.22231 -0.26231 -1.09091 -0.06 0.08 0.00 0.35
H -1.50294 -0.49006 -3.51927 -0.41 -0.75 0.40 0.36
H 0.02083 -1.39017 -3.00393 -0.40 -0.36 0.28 0.36
H 0.58961 -1.24451 -5.34314 0.14 -0.23 -0.58 0.31
H 0.86980 0.37879 -6.07787 -0.07 0.01 0.27 0.17
H -0.80573 -0.24443 -5.80802 -0.07 -0.01 -0.36 0.26
C -3.22024 -4.42628 1.15330 -0.69 0.11 0.71 -0.81
O -3.83925 -3.17185 1.40288 -0.24 -0.10 -1.00 -0.17
C -5.20763 -3.11190 0.96488 0.13 1.51 1.73 -0.66
C -6.14192 -3.54263 2.09346 -0.10 -0.21 -0.11 -0.53
N -6.07768 -2.68843 3.30539 -0.31 -0.63 0.13 -0.26
C -6.81689 -3.22148 4.46331 -0.20 0.35 0.01 -0.69
C -6.53350 -2.45729 5.76010 0.36 0.30 -1.20 -0.57
O -5.12925 -2.34266 5.93285 -0.32 -0.85 -0.56 -0.25
C -4.72254 -2.05981 7.22043 0.11 0.54 1.23 -0.83
H -3.42889 -4.79181 0.14784 0.33 0.16 -0.27 0.34
H -3.64769 -5.16074 1.83591 0.10 -0.32 0.15 0.30
H -2.15877 -4.32704 1.38031 -0.07 0.01 -0.29 0.21
H -5.41106 -3.56247 -0.00656 0.19 -0.48 0.13 0.47
H -5.43542 -2.04947 0.87862 0.33 0.24 -0.39 0.20
H -5.98249 -4.61239 2.22872 0.19 -0.33 0.76 0.34
H -7.15520 -3.49934 1.69409 -0.23 0.22 0.04 0.36
H -5.15062 -2.48375 3.65004 0.42 -0.26 -0.55 0.27
H -6.66520 -4.28035 4.67277 0.27 -0.35 -0.30 0.36
H -7.88301 -3.07293 4.29187 -0.21 -0.21 -0.13 0.32
H -7.02341 -2.95691 6.59585 0.06 -0.06 0.13 0.40
H -6.95692 -1.46408 5.61062 -0.05 0.33 0.40 0.32
H -4.94643 -2.78952 7.99856 -0.17 -0.91 -0.32 0.30
H -5.24851 -1.19532 7.62552 0.27 0.69 -0.19 0.33
H -3.63963 -1.93638 7.23434 -0.12 0.29 -0.13 0.24
C -5.76130 -0.46612 -6.82792 -0.07 -0.14 -0.27 -0.77
O -5.36302 0.08494 -5.61682 -0.49 0.94 1.27 -0.23
C -6.15352 1.19377 -5.18417 -0.63 -0.14 0.17 -0.67
C -5.57451 1.72057 -3.91452 0.44 0.13 0.47 -0.46
N -6.39759 2.74303 -3.24300 1.06 -0.21 1.15 -0.43
C -5.62067 3.27161 -2.05933 -0.92 -0.30 -0.71 -0.55
C -5.61155 2.34239 -0.85349 0.30 0.42 0.08 -0.35
O -5.39658 3.16858 0.28243 0.02 -0.21 0.99 -0.37
C -5.36349 2.39875 1.48920 0.07 -0.53 -0.42 -0.66
H -6.81884 -0.72375 -6.88567 -0.39 0.39 0.16 0.31
H -5.27416 -1.43716 -6.91666 0.47 0.29 -0.34 0.22
H -5.50191 0.27074 -7.58809 -0.05 -0.47 -0.67 0.31
H -7.20492 0.94409 -5.04161 -0.15 -0.57 0.05 0.39
H -6.19560 2.06968 -5.83154 0.39 -0.18 -1.00 0.30
H -4.58805 2.08015 -4.20727 0.41 0.40 0.20 0.27
H -5.36546 0.89995 -3.22822 -0.32 -0.06 0.16 0.32
H -6.53116 3.55791 -3.82458 -0.04 -0.11 -0.45 0.25
H -6.07120 4.20571 -1.72378 -0.12 -0.01 -0.13 0.44
H -4.60107 3.48763 -2.37845 0.25 0.08 0.15 0.29
H -4.78344 1.63902 -0.94064 0.07 -0.34 0.08 0.20
H -6.54242 1.78783 -0.73500 -0.22 -0.04 -0.22 0.36
H -6.32246 1.94114 1.73222 -0.40 0.15 -0.19 0.32
H -5.04590 2.94473 2.37755 0.05 0.55 -0.48 0.28
H -4.68508 1.55377 1.37148 0.32 -0.08 -0.04 0.20
C -0.53160 5.39921 7.65284 -0.61 -1.46 1.02 -0.67
O -1.12468 5.38869 8.95812 0.31 0.49 0.42 -0.31
C -2.03935 4.33114 9.24863 0.52 0.32 0.12 -0.46
C -2.19328 4.18003 10.77771 -0.75 0.51 -0.63 -0.58
N -3.07340 3.06075 11.17738 0.57 0.21 0.54 -0.37
C -3.10999 3.03777 12.63872 -0.81 -1.20 0.30 -0.69
C -3.95472 1.89182 13.24396 0.48 1.08 -1.60 -0.48
O -5.29521 1.88718 12.69512 2.21 0.10 0.46 -0.30
C -6.18037 1.13266 13.44869 -1.41 0.16 0.54 -0.79
H -0.02218 4.44342 7.53017 0.29 -0.21 -0.19 0.26
H 0.23362 6.17342 7.59678 -0.55 0.23 -0.04 0.26
H -1.31969 5.39917 6.89982 0.14 0.64 -0.31 0.30
H -1.69571 3.42320 8.75299 -0.12 -0.30 0.10 0.39
H -3.02224 4.62697 8.88188 -0.21 -0.27 -0.40 0.23
H -2.73367 5.07813 11.07689 0.44 0.59 0.26 0.28
H -1.24383 4.16714 11.31293 0.05 -0.29 -0.21 0.37
H -4.01525 3.35462 10.96139 -0.25 -0.25 -0.62 0.26
H -3.53031 3.93903 13.08498 0.28 0.59 -0.11 0.39
H -2.11920 2.82943 13.04248 0.20 0.39 -0.06 0.37
H -3.86099 2.13622 14.30207 -0.73 -0.57 0.37 0.36
H -3.40022 0.99120 12.98036 -0.47 -0.53 0.23 0.31
H -7.01261 0.87842 12.79229 0.02 -0.24 0.05 0.25
H -6.59885 1.73563 14.25453 -0.13 0.26 0.22 0.30
H -5.81624 0.24258 13.96178 0.56 -0.25 -0.49 0.32
C 8.31437 4.78683 -15.58425 -0.23 0.08 -0.58 -0.66
O 6.89785 4.86889 -15.39306 0.75 -0.53 0.81 -0.36
C 6.39427 3.76544 -14.60823 0.27 0.78 0.00 -0.69
C 6.89900 3.71520 -13.12480 -1.46 0.19 -1.61 0.09
N 6.26915 2.59057 -12.45637 1.55 -0.34 -0.97 -0.44
C 6.55187 2.70510 -11.07032 -0.01 -1.45 1.84 -0.81
C 8.04652 2.42811 -10.66741 -0.68 -0.40 -0.23 -0.63
O 8.88551 3.52673 -10.78009 1.40 1.41 -1.36 -0.35
C 10.20579 3.26930 -11.30754 -0.37 -0.55 1.28 -0.82
H 8.65239 5.65309 -16.15297 -0.31 0.26 0.24 0.28
H 8.59565 3.94724 -16.21991 -0.19 -0.46 0.04 0.30
H 8.90627 4.72163 -14.67128 -0.23 0.09 0.21 0.23
H 6.50595 2.85056 -15.19014 0.62 -0.39 0.30 0.41
H 5.31301 3.90242 -14.59388 -0.09 0.28 0.18 0.31
H 6.50800 4.60116 -12.62451 0.31 0.71 -0.17 0.25
H 7.98218 3.72166 -13.00318 -0.17 -0.32 -0.14 -0.06
H 5.29850 2.46683 -12.70664 -0.01 0.23 0.29 0.28
H 5.99604 1.92211 -10.55450 -0.02 -0.34 0.07 0.47
H 6.10995 3.59860 -10.62934 0.58 0.69 0.17 0.40
H 8.41628 1.60914 -11.28438 -0.18 -0.17 -0.35 0.36
H 8.17379 2.08303 -9.64133 -0.72 -0.20 0.31 0.47
H 10.26185 2.60239 -12.16787 -0.62 0.37 -0.58 0.35
H 10.76693 2.69034 -10.57404 0.20 0.08 0.44 0.35
H 10.74472 4.20530 -11.45444 -0.40 -0.01 -0.17 0.24
C -4.71136 14.60967 -7.79003 1.37 -1.14 -0.68 -0.72
O -4.18431 13.32749 -8.24595 -0.29 1.22 0.81 -0.29
C -2.78061 13.44415 -8.44570 -0.78 -1.22 -0.90 -0.77
C -2.26153 11.99950 -8.69526 -0.25 1.11 0.29 -0.57
N -2.93516 11.30278 -9.77654 0.32 -1.54 1.42 -0.24
C -2.32493 9.91903 -9.96551 -0.82 1.26 -0.34 -0.60
C -2.36115 8.99601 -8.71952 -0.13 -0.13 -0.80 -0.48
O -2.13558 7.65196 -9.21998 -0.09 0.81 0.44 -0.31
C -2.39806 6.63323 -8.28156 -1.16 -0.23 -0.13 -0.81
H -5.77650 14.49372 -7.58973 0.24 0.22 -0.16 0.23
H -4.41908 15.34301 -8.54160 -0.79 0.28 -0.37 0.30
H -4.13408 14.95012 -6.93041 -0.31 -0.23 0.61 0.30
H -2.33321 13.97099 -7.60287 0.39 -0.37 0.25 0.44
H -2.60295 14.06376 -9.32468 0.12 0.21 -0.33 0.40
H -2.44540 11.48689 -7.75105 0.13 -0.29 -0.03 0.26
H -1.19108 12.01840 -8.89992 0.46 0.21 0.33 0.37
H -3.05932 11.89803 -10.58299 0.32 -0.52 -0.31 0.22
H -1.30065 9.96683 -10.33520 0.29 0.11 0.03 0.29
H -2.91865 9.45367 -10.75229 0.03 -0.22 0.13 0.37
H -3.31595 9.12156 -8.20894 -0.41 -0.35 -0.15 0.35
H -1.61491 9.24197 -7.96405 0.38 0.03 -0.12 0.32
H -3.46487 6.53921 -8.07865 -0.48 0.65 0.28 0.33
H -1.91062 6.75490 -7.31425 0.45 -0.06 -0.13 0.30
H -2.26840 5.64995 -8.73373 1.03 0.17 -0.11 0.30
C 6.21926 7.90025 4.33106 0.20 -0.05 0.39 -0.78
O 6.09463 6.51295 4.74462 0.64 1.25 -1.97 -0.30
C 6.81340 5.67499 3.81365 -1.38 -1.57 0.62 -0.46
C 6.22027 4.25538 3.89408 0.54 -0.23 1.14 -0.77
N 6.16652 3.77280 5.28017 0.53 0.97 -0.54 -0.23
C 5.30005 2.66776 5.61060 0.45 0.79 0.52 -0.59
C 5.67129 2.21861 7.04193 -0.93 -0.85 -0.48 -0.65
O 5.45485 3.13214 8.11770 -0.01 0.36 -0.01 -0.35
C 4.09316 3.41530 8.45124 -0.22 -0.24 -0.93 -0.75
H 6.14039 8.09562 3.26161 -0.51 -0.66 -0.27 0.31
H 7.19903 8.32846 4.54272 0.28 -0.27 0.53 0.31
H 5.47652 8.52166 4.83135 -0.06 -0.36 0.16 0.25
H 7.88120 5.63886 4.02953 0.06 0.29 0.04 0.30
H 6.60873 5.84555 2.75671 0.27 1.18 -0.04 0.36
H 6.90682 3.63088 3.32247 0.07 -0.26 -0.14 0.32
H 5.26525 4.20438 3.37116 -0.39 0.23 0.08 0.36
H 6.05376 4.56950 5.89061 -0.23 -0.09 0.17 0.30
H 5.54449 1.91392 4.86221 -0.21 -0.58 0.37 0.44
H 4.23730 2.89646 5.53082 -0.36 0.07 -0.12 0.30
H 6.71643 1.92759 6.93662 0.15 0.43 0.79 0.32
H 5.11113 1.32329 7.31163 -0.13 -0.38 -0.23 0.40
H 3.43577 2.57507 8.67473 0.56 -0.89 0.25 0.33
H 3.56616 3.82632 7.59018 0.12 0.69 -0.05 0.27
H 4.01332 4.06710 9.32123 0.52 0.17 -0.28 0.29
```
Forces are in eV/Å.

Summary:
Frontier orbital gap   8.524 eV
Calculated total energy   -132532.1572 eV
ΔE to the lowest compared entry with this formula, charge and spin   177.9 kcal per mole
2S+1   1